Entry 1:
{"formula": "C35H52BiIN3O2PSi2Te", "method": "ωB97M-V with the def2-TZVPD basis set", "e_homo_ha": -0.4698, "lumo_ev": -5.642, "total_charge": 2, "homo_lumo_gap_ev": 7.142, "species": ["H", "C", "C", "C", "H", "H", "H", "H", "H", "C", "H", "H", "Bi", "C", "H", "Si", "C", "H", "C", "H", "H", "H", "H", "H", "C", "O", "H", "H", "H", "H", "C", "C", "C", "N", "C", "H", "H", "H", "H", "H", "H", "H", "H", "H", "H", "C", "C", "H", "H", "C", "H", "C", "H", "H", "C", "C", "C", "H", "C", "H", "H", "C", "H", "H", "N", "C", "I", "C", "H", "C", "H", "O", "C", "H", "H", "H", "C", "H", "C", "P", "C", "H", "C", "Te", "C", "H", "H", "H", "Si", "C", "H", "H", "C", "H", "C", "C", "C", "N"], "coordinates": [[2.17546, 0.34260, -5.58018], [-4.21719, -0.19450, 1.21305], [-2.68268, -0.33207, -0.62509], [-3.16668, 2.98730, 5.03938], [-0.83483, 5.94853, -1.77506], [3.68427, -3.18792, 1.72142], [5.17202, -2.39917, -3.77235], [2.24977, 2.98373, 1.45293], [-1.50868, -2.92664, -0.27133], [1.73799, 2.01830, 1.54539], [3.09638, -2.43689, 3.93668], [2.49277, -4.28190, 2.40558], [0.50620, -0.54429, 0.97857], [-1.04027, 5.06110, -1.18948], [-1.04557, -0.53815, -7.08163], [0.16779, -0.99409, -5.00020], [-1.08239, -0.14984, -6.05784], [2.81414, 0.95371, -1.51907], [5.82093, 0.40533, -2.89285], [-0.13189, -3.29566, -5.81148], [-0.43903, 3.74495, 1.87408], [3.60703, -2.78133, -3.07032], [-1.13414, -4.76139, 1.23118], [1.37925, -2.43744, 3.56047], [-3.03649, 0.22786, 0.60579], [1.74878, 1.27262, 0.47860], [5.06071, 0.12376, 0.22506], [-1.74322, 2.28194, 8.05442], [2.02050, -1.09126, -6.59616], [-3.96989, 3.02985, 1.26992], [-4.47187, 3.83241, 3.19065], [-1.43470, 1.16735, 6.22769], [2.63757, -3.26959, 2.02096], [1.78658, -3.04453, 0.82618], [-1.98478, 2.21124, 7.00202], [-2.09517, -0.31181, -5.67791], [5.08910, -3.13270, -2.17635], [2.39723, -3.01242, 0.01963], [-1.07605, -0.40269, -2.94338], [1.18130, -5.09124, 0.85464], [-3.23330, -1.65250, -2.23249], [3.35743, -0.66405, 2.28420], [0.55318, -3.30296, -4.18971], [-3.34969, 3.83588, 7.01097], [-1.75478, -0.02544, -1.09821], [-0.54361, 4.94687, 0.10493], [2.37188, -2.27875, 3.13582], [-0.35163, -3.63787, 2.33692], [6.84017, 0.02249, -2.77967], [-1.81489, 4.04015, -1.71929], [2.62800, -1.26054, -4.94946], [-2.80336, 2.10268, 2.79127], [-5.23210, 4.49006, 2.78910], [4.00105, -1.30025, 0.24521], [-2.08557, 2.89917, -0.96954], [-4.13484, 3.87114, 4.50744], [-5.03690, -1.13027, 0.58505], [-2.72325, 2.13765, -1.39488], [-2.53461, 2.02230, 4.19963], [-2.23202, 4.13682, -2.71376], [0.60609, -4.13694, -0.50318], [-0.04791, -0.23394, -3.26552], [-2.02364, -2.44421, 1.18992], [-0.81577, 0.42056, 6.70649], [2.42769, -0.90489, 2.61781], [0.79143, -4.10983, 0.57289], [-1.08517, -0.74172, 4.06242], [-1.58129, 2.77242, 0.32241], [-0.90268, 0.92813, -6.10680], [-2.85879, 3.07057, 6.42203], [0.15904, 0.83715, -3.21762], [1.21399, 1.66733, 2.59829], [2.91387, 0.13055, -2.22787], [5.60874, 0.47358, -3.96370], [-5.34049, -2.36511, -1.14404], [2.16654, -0.22277, 3.32660], [-3.50471, -1.25093, -1.26131], [5.74844, -1.49140, -0.00650], [-4.69045, -1.65151, -0.65283], [-1.83267, 1.33123, 1.43085], [-1.71825, 1.07548, 4.89763], [-1.18108, -2.99085, -4.42672], [-0.17989, -2.80665, -4.83290], [1.25415, -1.13233, -1.84493], [4.88735, -0.85605, -0.23192], [0.04358, 5.74929, 0.53487], [-4.50529, 0.20632, 2.17721], [-5.95655, -1.44242, 1.06430], [4.60890, -0.70588, -2.06483], [-0.81172, 3.81225, 0.85529], [-4.61118, 4.57698, 5.17873], [2.73743, 0.50463, -3.23868], [-0.52039, -3.86049, 1.27864], [5.79475, 1.41503, -2.47391], [-3.76854, 2.96765, 2.33377], [4.60550, -2.40537, -2.83562], [1.90595, -0.71915, -5.57250], [-1.18826, -2.69439, 0.66405]], "lowdin_charge": [0.0468, -0.0704, -0.1854, -0.1462, 0.1141, 0.1228, 0.0457, 0.1522, 0.0789, -0.5280, 0.1332, 0.1302, 1.5069, -0.0604, 0.0500, 0.3719, -0.1676, 0.0007, -0.1670, 0.0500, 0.1084, -0.0038, 0.1291, 0.0537, -0.3917, -0.3418, 0.0500, 0.1204, 0.0534, 0.1171, -0.0335, -0.1571, -0.1892, -0.1605, -0.0482, 0.0414, 0.0398, 0.0465, -0.0135, 0.1290, 0.1074, 0.0927, 0.0142, 0.1267, 0.0451, -0.0563, -0.2480, 0.1007, 0.0501, -0.0636, 0.0199, -0.3105, 0.1203, -0.0115, -0.0855, -0.0010, -0.0495, 0.0969, -0.1867, 0.1119, 0.1083, -0.5257, 0.0660, 0.0894, -0.0832, -0.2161, 1.0479, -0.3721, 0.0449, -0.0102, 0.0330, -0.1142, -0.5152, 0.0455, 0.1165, 0.0638, -0.0839, 0.0509, -0.0592, 0.9575, -0.5839, 0.0376, -0.1828, 1.2895, -0.1695, 0.1152, 0.1090, 0.1180, 0.3904, -0.1095, 0.1283, 0.0099, -0.2375, 0.0456, -0.0805, -0.1787, -0.1704, -0.0754]}

Entry 2:
{"formula": "C35H52InO2P4", "method": "ωB97M-V with the def2-TZVPD basis set", "e_homo_ha": [-0.5861, -0.5861], "lumo_ev": [-10.621, -12.102], "total_charge": 3, "homo_lumo_gap_ev": [5.328, 3.847], "species": ["C", "C", "H", "C", "H", "H", "H", "H", "C", "H", "H", "H", "C", "H", "H", "H", "O", "H", "H", "H", "C", "H", "C", "C", "H", "H", "H", "P", "H", "H", "H", "H", "H", "H", "H", "H", "C", "P", "C", "P", "In", "C", "H", "C", "O", "H", "C", "H", "H", "H", "H", "H", "C", "H", "C", "H", "C", "C", "C", "C", "H", "C", "H", "H", "C", "H", "C", "C", "C", "P", "H", "C", "H", "C", "C", "H", "H", "H", "H", "H", "C", "H", "H", "H", "C", "H", "H", "C", "C", "C", "H", "C", "C", "C"], "coordinates": [[-0.46972, 3.28491, 6.70047], [1.21916, 3.59848, 2.52443], [-1.11397, 5.15774, -4.02517], [-1.70539, 4.81604, -3.14688], [-0.60765, -3.15423, 0.52138], [-1.40497, 4.59289, 0.55027], [-2.52486, -1.33886, -2.67673], [1.03468, 0.48672, 3.66037], [-1.16365, 0.98293, 6.44113], [2.54346, 1.44854, 1.78586], [-6.77592, 4.45911, 2.26990], [1.27432, 3.96202, -2.18946], [-0.39784, 4.57406, 0.97883], [-1.94584, 1.15088, -2.78154], [-3.45231, -2.50884, -1.70184], [-2.98484, 3.58480, -4.28580], [-1.33303, 1.32406, 2.09912], [-1.35457, -2.25100, 1.85766], [1.02687, 1.54949, -0.33272], [-1.72339, 0.36936, 4.45740], [-0.31762, 2.49477, -2.29033], [-0.74639, 1.90172, 8.34041], [-4.67802, 5.04499, 2.13281], [-0.77785, 2.04485, 7.26211], [-4.91760, 6.07586, 1.85711], [0.84127, -3.77157, -0.76897], [-6.23529, 2.06338, 2.64555], [-1.93173, -1.25330, -0.30683], [-3.60469, 0.45379, 0.19684], [2.52644, -3.23603, -0.59935], [-3.87473, 1.30696, 2.75441], [-1.32868, -0.00264, 6.87120], [-1.76659, -2.86867, -2.17171], [-2.35996, -3.33315, 0.85108], [-0.91159, 0.45248, -4.97922], [3.37906, -0.83423, -2.55082], [-0.95879, 1.49725, -3.09724], [-1.37566, 2.72261, 2.77961], [2.20441, 4.45323, 2.03096], [1.56053, -0.79846, 1.67415], [-0.63174, 0.97466, 0.11322], [-3.50644, -0.62522, 0.39356], [1.21452, 1.44287, -5.69533], [-5.72844, 4.13887, 2.32601], [-0.94781, 2.94945, -1.22626], [1.49265, -1.20159, 4.06094], [-4.09541, 2.37122, 2.65948], [2.54782, 6.25136, 0.88756], [1.94714, -3.23520, 1.67098], [2.74693, 0.21532, -1.25515], [1.44599, 2.88276, 3.32179], [3.42952, -1.38029, -0.86249], [-1.06288, 2.42977, 4.50910], [3.22806, 4.38589, 2.41061], [2.94396, 0.42478, 1.75572], [2.79240, -2.46133, 3.04958], [0.91864, -0.56732, 3.37483], [-2.45616, -2.07199, -1.86174], [-1.51790, -2.62659, 0.83732], [0.96818, -1.78322, -3.59918], [-4.34523, -1.13530, -0.09564], [-0.10236, 3.71034, 2.04238], [-0.14541, -0.84175, 3.41341], [-2.55432, 5.36269, 2.16832], [-3.04439, 3.29500, 2.57256], [-0.24792, 4.42643, 4.89277], [0.57622, 5.44829, 0.50775], [2.53706, -2.35150, 1.97521], [1.84831, 5.44418, 1.10455], [1.18912, -1.56669, -1.78763], [1.48811, -0.99895, -4.16278], [-0.42471, 1.18887, -4.33350], [1.94723, -3.83812, -2.17613], [0.78942, 1.75739, -4.73913], [-0.56628, 3.47174, 5.31798], [-3.54943, -0.79801, 1.47833], [0.30472, 6.15973, -0.28769], [3.51561, 0.22597, 2.67558], [-3.48579, 3.88524, -2.47107], [-0.16054, 4.10851, 7.34901], [2.84739, -0.81620, -1.59597], [3.46676, -2.30080, 1.38596], [3.59541, 0.31637, 0.87589], [1.31202, -2.77210, -3.92524], [1.49090, 2.63492, -3.89225], [2.49939, 2.94486, -4.16448], [-1.43139, 5.23831, -2.16920], [1.66903, -3.27100, -1.28084], [-2.77112, 4.03077, -3.29560], [-5.42504, 2.79288, 2.57151], [-0.10516, -1.71063, -3.82191], [-1.36250, 1.18702, 5.08200], [0.90015, 3.09285, -2.72950], [-3.35015, 4.63737, 2.29894]], "lowdin_charge": [-0.0399, -0.0941, 0.0889, -0.0734, 0.0186, 0.1013, 0.0481, 0.0419, -0.0501, 0.0131, 0.1279, 0.1388, -0.1085, 0.1185, 0.0757, 0.0770, -0.4500, 0.0501, 0.0404, 0.0970, -0.4849, 0.1248, -0.0401, -0.0343, 0.1240, 0.0332, 0.1198, 0.7616, 0.0429, 0.0355, 0.0941, 0.1194, 0.0551, 0.0852, 0.1311, 0.0759, -0.0357, 0.8685, -0.0436, 0.8210, 0.6519, -0.2449, 0.1380, -0.0338, -0.1522, 0.0649, -0.0781, 0.1252, 0.0405, 0.0136, 0.1104, 0.0412, -0.2888, 0.1263, -0.2529, 0.0673, -0.2541, -0.2190, -0.2224, -0.2146, 0.0679, -0.3038, 0.0250, 0.1034, -0.2732, 0.1190, -0.0469, -0.2500, -0.0268, 0.9442, 0.0520, -0.0540, 0.0705, -0.0025, -0.0570, 0.0655, 0.1265, 0.0794, 0.0726, 0.1253, -0.2445, 0.0489, 0.0393, 0.0730, -0.0075, 0.1336, 0.0577, -0.2234, -0.0623, -0.0483, 0.0326, -0.0933, 0.0277, -0.0641]}

Computed molar mass, in the same sequence as the records: 1097.5; 743.5 g mol⁻¹.
Computed calculated total energy, in the same sequence as the records: -3379.9106; -3069.8612 a.u..
Computed energy relative to the best compared isomer or geometry (same formula, charge and spin), in the same sequence as the records: 0.0; 62.2 kcal/mol.